1.
67
Properties=species:S:1:pos:R:3:forces:R:3:lowdin_charge:R:1 method="wB97M-V/def2-TZVPD" charge=+3 s2=8.7574 multiplicity=6 e_homo_ev="-20.15 / -20.01"
Fe -0.3274 -0.1185 -0.0938 0.51 -0.24 0.80 1.27
O -1.0234 1.2685 1.2632 -6.03 -2.44 -8.11 -0.06
O -1.1994 0.4555 -1.7928 -3.69 3.06 7.50 -0.05
O -2.1004 -1.0435 0.3442 -0.32 0.34 1.47 -0.17
O 0.3686 -1.1525 1.5752 -11.15 2.81 -5.32 -0.03
O 0.7356 -1.5815 -1.1798 0.24 11.03 -0.22 -0.07
O 1.2836 1.1095 -0.4558 -1.61 -9.89 1.20 -0.05
C 0.2456 3.2025 -1.0088 1.84 0.76 -0.57 0.01
C -1.2134 1.2095 3.5252 -2.36 -2.01 1.29 -0.02
C 1.8066 -3.4885 -0.4838 -0.14 -0.90 0.56 0.00
C 1.4736 2.3385 -0.6198 0.60 11.70 -1.46 -0.55
C 1.4916 -1.1345 3.4612 0.00 -0.33 1.72 0.01
C 1.4836 -1.4285 2.0002 12.40 -2.53 3.28 -0.61
C 2.6626 -0.7815 1.2272 0.19 -0.67 0.71 0.01
C -0.6364 3.2625 2.4322 -2.09 -0.29 -2.18 0.02
C -1.1494 0.0135 -2.9868 1.80 -3.62 -9.38 -0.59
C 0.7326 -2.8295 -1.3108 -0.68 -10.61 -1.38 -0.54
C -2.4534 -0.3795 -3.7278 1.72 -1.79 -1.20 0.03
C -3.1204 -1.4535 -0.5258 -1.63 -2.25 -1.95 -0.08
C 2.3136 3.0015 0.4712 -0.53 0.67 1.75 0.01
C -0.5344 1.7545 2.3172 4.39 3.33 7.67 -0.61
C -0.6834 -3.4295 -0.9908 0.95 0.41 0.72 0.03
C -0.3824 1.0025 -3.7638 -0.89 0.71 -2.79 -0.02
H 1.2966 -0.1245 3.8472 -0.17 -0.09 -0.73 0.10
H 0.6236 1.1535 -3.5158 1.34 0.83 1.48 0.08
H -0.5814 3.2495 -0.3618 -0.70 -0.07 1.24 0.04
H 2.1306 -4.3125 -1.0658 0.43 -1.16 -0.23 0.10
H 0.7696 -1.8315 3.8972 -0.44 0.20 0.28 0.11
H 2.3856 4.1245 0.4032 0.02 -1.30 -0.37 0.13
H 0.0776 3.6115 3.0392 2.95 1.24 2.36 0.07
H 2.6616 -1.0995 0.1782 -0.23 0.74 0.12 0.05
H -1.3494 0.1025 3.6852 0.87 0.66 -0.65 0.10
H -0.6954 -4.4945 -0.9588 0.47 -0.94 -0.32 0.10
H 2.7066 -2.9325 -0.2538 -0.03 0.36 -0.26 0.09
H 3.3176 2.5645 0.4852 -0.05 0.20 0.08 0.10
H 2.1356 0.8015 -0.7908 -0.13 -1.78 0.62 0.16
H 1.3536 -1.3405 -1.9058 -0.44 1.24 0.88 0.18
H -1.0074 -3.2035 0.0722 0.39 0.25 -1.27 0.10
H 0.6286 4.2215 -1.1558 -0.10 -0.12 0.53 0.12
H -0.5144 -0.8425 -3.0778 0.19 -1.04 0.60 0.13
H -1.5394 3.5145 2.9462 -0.90 0.27 0.06 0.10
H -0.7834 1.5655 4.4132 0.95 0.49 1.25 0.10
H -0.1804 0.5865 -4.7268 -0.41 -0.38 -1.09 0.11
H -0.2204 -1.6465 2.1512 -1.27 0.13 0.08 0.16
H 3.5276 -1.3605 1.5812 0.06 0.69 0.22 0.13
H -2.2794 1.5075 3.6852 0.54 0.42 -0.80 0.12
H 1.6796 -2.5255 1.8972 0.02 0.57 0.22 0.15
H 1.0576 -3.0185 -2.3878 -1.03 -0.50 0.93 0.19
H 1.3956 -3.8765 0.4432 0.06 -0.13 0.16 0.10
H -1.9864 1.6005 1.3072 1.29 -1.03 -0.95 0.22
H 1.8396 2.8235 1.4612 0.43 0.07 -0.42 0.08
H 2.3726 -1.4395 3.9672 1.18 -0.31 0.16 0.10
H -4.0384 -0.8545 -0.5868 0.42 0.04 0.65 0.14
H -2.0074 1.0465 -1.8998 1.04 -0.08 1.50 0.22
H 2.7906 0.3045 1.4202 0.02 -0.76 -0.20 0.10
H 0.5186 1.4935 2.3452 0.34 -0.19 0.11 0.13
H -1.4024 -3.1655 -1.7538 -0.27 0.34 0.03 0.08
H -3.2844 0.1425 -3.4378 -2.26 1.54 0.91 0.07
H -0.1604 3.0525 -1.9728 -0.21 -0.95 -1.22 0.05
H 2.1896 2.3855 -1.4028 0.23 0.88 -1.72 0.15
H -0.9834 1.8905 -3.9808 0.46 0.33 0.28 0.13
H -0.5724 3.8635 1.5212 -0.01 -0.43 -0.02 0.10
H -2.4394 -0.3565 -4.8398 0.70 0.93 0.66 0.13
H -2.4824 -1.4055 1.1712 1.06 0.71 0.25 0.16
H -2.6674 -1.4405 -3.6828 -0.16 -0.36 0.89 0.09
H -2.7524 -1.6075 -1.5068 0.59 0.72 -0.99 0.04
H -3.3014 -2.5245 -0.3308 -0.70 0.53 0.55 0.13

---

2.
126
Properties=species:S:1:pos:R:3:forces:R:3:lowdin_charge:R:1 method="wB97M-V/def2-TZVPD" multiplicity=1 e_homo_ev=-9.50
O 2.1341 4.4127 -0.3665 -0.99 1.20 -0.28 -0.09
O 4.7699 -0.7185 -0.1336 0.05 -1.35 -0.02 -0.11
O 0.5211 3.5041 2.7320 1.35 -0.67 -0.25 -0.06
O 3.9348 2.2374 1.0366 0.42 0.17 0.03 -0.12
O -4.1089 -1.5750 0.7898 0.26 -0.46 1.39 -0.07
O -0.4209 -4.2903 2.8422 0.65 0.67 0.32 -0.06
O 4.1425 -4.8969 3.8149 2.62 -0.02 -0.25 -0.08
O -1.9198 2.9167 -3.1924 0.65 1.03 0.17 -0.07
O -0.1668 -1.6077 2.9188 -0.10 0.20 0.30 -0.11
O -3.1707 1.3446 -1.1356 0.29 -0.39 -0.06 -0.09
O 4.2686 -2.3543 2.9807 0.73 0.41 0.46 -0.08
O -0.6254 3.7738 0.1802 -1.48 0.52 1.11 -0.06
O -6.0824 -0.1692 2.0498 0.27 -0.01 0.14 -0.08
O 7.3041 0.3800 0.3659 1.09 0.76 -1.21 -0.05
O 0.6491 -3.6951 -0.3020 -0.98 -0.41 -1.06 -0.05
O 2.2246 -0.2074 -3.3203 -0.35 0.49 -0.94 -0.01
O -2.8888 -2.0668 -2.1068 -0.09 -0.08 0.41 -0.09
O -1.5473 -0.2899 0.2294 -0.69 0.12 -0.89 -0.03
O 3.8309 0.3010 2.8189 -0.56 -0.44 -0.40 -0.11
O -4.5577 3.7649 -1.5230 0.25 -0.30 1.42 -0.07
O -1.9128 1.9537 1.9028 -0.46 -0.30 -1.17 -0.10
O -3.4427 -0.2962 -4.0489 -0.30 -1.28 0.02 -0.08
O 2.6655 -2.0041 -1.4446 1.07 -0.92 0.76 -0.14
O -4.4430 2.1820 -4.0887 0.01 0.36 -0.29 -0.09
N 3.2259 1.3363 -2.0425 0.41 0.68 0.03 0.20
N -0.3478 -0.3816 -1.7959 -1.94 -0.13 -0.49 0.23
N 3.3597 1.5582 -4.3484 -0.75 -0.51 2.31 0.18
N 0.6355 -0.6914 0.2179 0.70 0.28 0.25 0.19
C -6.3743 -1.4102 1.4152 0.60 0.10 -0.06 -0.22
C -1.4841 -2.1433 3.1466 -0.04 0.57 0.32 -0.20
C 6.9667 -0.8215 0.9474 -1.56 0.11 2.07 -0.27
C 1.1013 4.0042 -1.3268 1.40 -0.49 0.53 -0.20
C -0.5090 -0.4476 -0.4490 1.28 -0.14 -0.04 -0.60
C 5.8928 -1.5772 0.1816 0.25 -0.25 0.07 -0.22
C -0.5787 3.1043 3.4717 -1.68 0.99 0.64 -0.27
C 3.3273 1.5796 3.1994 0.41 -0.81 0.65 -0.22
C 0.1405 3.0589 -0.7105 1.30 -0.49 0.02 -0.29
C -3.6075 3.0088 -4.9084 0.19 0.05 1.16 -0.18
C -4.4042 1.6689 -0.4889 0.47 -1.86 -0.83 -0.25
C -1.5381 -3.5018 2.4674 -0.25 -0.08 0.98 -0.24
C 2.8746 0.8416 -3.2538 1.15 -0.17 0.40 -0.58
C -4.3197 -1.3991 -3.7901 0.44 0.16 -0.97 -0.23
C 2.5304 -3.3633 -1.9145 -1.30 1.22 -0.52 -0.18
C -5.3915 -1.6990 0.2653 -0.87 1.23 -0.33 -0.25
C -1.2692 1.7909 3.1485 -0.03 -0.14 0.35 -0.22
C -3.4494 -2.5533 -3.3245 -0.51 0.25 0.42 -0.21
C 3.0380 -2.9131 3.3193 -1.28 -0.31 0.41 -0.25
C 4.1371 2.5946 2.4552 -2.52 0.81 -1.63 -0.17
C -2.1205 2.7790 -4.5656 -1.24 -1.91 -0.19 -0.24
C -4.4442 3.0831 -0.2103 -0.93 1.61 -0.22 -0.19
C 3.1715 -4.0432 4.3318 -0.06 -0.28 -1.51 -0.26
C 1.8471 -4.1917 -0.8229 1.03 0.29 -0.21 -0.23
H 1.9581 -3.2410 -2.8537 -0.35 -0.58 0.49 0.13
H 2.5430 -4.3153 0.0174 0.19 -0.24 -0.31 0.12
H 6.3209 -1.9325 -0.7543 0.11 -0.06 -0.27 0.12
H 2.3071 -4.6661 4.2644 -1.16 0.03 0.42 0.11
H -4.0480 -3.4763 -3.1657 0.28 0.45 -0.06 0.12
H 0.6165 -0.5659 1.2174 -0.14 -0.44 0.04 0.09
H 1.3791 -1.2123 -0.2289 0.17 0.28 -0.10 0.07
H -5.0812 -1.1445 -3.0619 0.09 0.06 0.68 0.11
H -2.4137 2.2587 -2.7033 -0.46 -0.68 0.43 0.03
H 3.1246 2.6304 0.6384 0.72 0.29 0.94 0.06
H 4.2734 -1.4710 3.3812 0.29 0.08 -0.42 0.06
H 3.1945 0.8447 -1.1582 -0.28 -0.53 -0.42 0.09
H 5.1682 2.5874 2.7251 0.82 -0.26 -0.25 0.11
H 0.7707 -3.0585 0.3978 0.36 0.17 0.37 0.05
H -2.2418 -1.4352 2.7180 0.48 -0.79 0.18 0.11
H 0.5651 -0.3239 -2.2543 -0.34 -0.18 0.43 0.08
H -5.5715 -2.6600 -0.2154 -0.07 -0.27 0.12 0.12
H -6.2702 -2.1997 2.1512 -0.24 -0.40 0.18 0.11
H 4.2011 2.0888 -4.2694 0.13 0.24 0.04 0.10
H -2.6456 -2.7528 -4.0338 -0.10 -0.01 -0.23 0.12
H 0.1397 -1.1175 3.6905 -0.20 -0.21 -0.04 0.08
H -5.2557 1.5323 -1.1861 0.29 -0.75 0.33 0.13
H -2.1660 -2.6163 -1.8018 0.17 -0.35 -0.05 0.08
H -2.0630 1.5900 3.9371 1.11 -0.01 -0.65 0.14
H -1.5579 -3.4019 1.3945 -0.30 0.09 -0.49 0.10
H -1.7087 -2.2503 4.2413 0.44 0.04 -0.82 0.13
H -3.9925 0.4898 -4.0435 -0.03 0.83 0.04 0.02
H -7.4108 -1.3218 1.0874 0.13 -0.27 -0.17 0.12
H -2.4166 -4.0027 2.8805 -0.44 0.15 -0.59 0.12
H 2.6611 -3.4184 2.4111 -0.29 0.46 0.32 0.12
H 1.6954 -5.1438 -1.3358 -0.37 -0.26 0.53 0.12
H -5.3603 3.3018 0.3516 0.18 0.19 -0.07 0.13
H 3.0668 1.2645 -5.2296 -0.32 -0.58 -1.41 0.08
H 2.7974 -1.3855 -2.1798 -0.40 -0.03 -0.42 0.04
H -0.6723 -5.2042 2.7956 -0.12 -0.56 -0.11 0.08
H -5.5488 -0.9151 -0.4855 -0.06 -0.12 -0.14 0.10
H -3.5799 3.3531 0.3884 0.19 0.60 -0.25 0.11
H -3.4430 -1.3488 0.1499 0.35 0.07 -0.77 0.03
H -4.9186 -1.6382 -4.6841 0.43 -0.28 -0.07 0.12
H 2.2675 1.6587 2.9330 0.11 0.22 0.18 0.10
H -1.5636 3.5233 -5.0671 0.89 0.77 -0.55 0.10
H -0.4207 3.2294 4.5580 0.51 -0.39 -0.45 0.13
H -0.5297 0.9920 3.0427 -0.14 -0.22 0.41 0.10
H -1.3442 3.8444 3.2582 -0.65 0.28 0.18 0.12
H -1.1912 3.1112 0.6171 -0.32 0.29 0.25 0.06
H 3.6144 0.1929 1.8690 0.57 -0.01 0.46 0.08
H 0.6704 2.2885 -0.1367 0.28 -0.32 -0.34 0.12
H 1.6366 3.4660 -2.1076 -0.08 0.31 -0.30 0.10
H 6.4747 0.8237 0.2385 -0.64 0.67 -0.24 0.06
H 3.4333 -3.8779 -2.2479 0.53 0.30 0.51 0.12
H -4.5654 2.6870 -3.2827 -0.25 -0.03 0.81 0.05
H 0.2614 3.6931 1.8104 -0.14 0.06 0.17 0.05
H 3.4628 1.5982 4.2920 -0.17 0.39 -0.31 0.13
H 3.3946 -3.8034 5.3458 0.07 0.70 0.91 0.11
H 7.8685 -1.3995 1.1116 0.04 -0.30 -0.15 0.12
H 6.5516 -0.5177 1.9518 0.20 -0.95 -0.47 0.13
H 3.7210 3.6016 2.5877 0.21 -0.10 0.21 0.12
H 4.1587 -1.3704 -0.5702 0.14 0.99 0.42 0.06
H -1.7852 1.7505 -4.8861 -0.37 0.91 0.01 0.13
H -4.4455 1.0426 0.4010 -0.68 0.14 0.11 0.11
H 2.3443 -2.1430 3.7126 0.11 -0.33 -0.55 0.12
H 0.5237 4.8351 -1.6975 0.11 0.49 -0.31 0.13
H -2.6976 0.6134 -0.6467 -0.42 0.72 -0.53 0.04
H -3.8773 2.7248 -5.9032 0.19 0.22 -0.88 0.11
H -1.1935 -0.4677 -2.3962 0.83 0.26 0.71 0.12
H 3.9542 2.0161 -2.0219 0.25 0.63 0.04 0.11
H -3.7161 4.2024 -1.6333 0.43 0.27 -0.34 0.07
H -1.9408 1.1242 1.3652 0.28 0.39 0.67 0.07
H -5.2496 -0.2818 2.5361 -0.29 0.06 -0.37 0.08
H 5.5682 -2.4587 0.7636 0.04 0.43 -0.07 0.11
H -0.4174 2.6166 -1.5102 -0.58 -0.42 -0.39 0.09
H -3.8504 4.0705 -4.6803 0.09 -0.52 -0.44 0.13
H 4.9508 -4.3279 3.6944 -1.02 -0.89 0.00 0.10
H 1.9469 5.3494 -0.1089 0.28 -1.33 -0.20 0.11

---

3.
10
Properties=species:S:1:pos:R:3:forces:R:3:lowdin_charge:R:1 method="wB97M-V/def2-TZVPD" charge=+1 multiplicity=1 e_homo_ev=-15.75
N 0.9793 0.0498 -0.5434 -1.47 -0.54 -0.53 0.22
N -1.3948 0.5434 0.4189 -0.18 0.93 2.54 0.14
N -1.5581 -0.7025 -0.3884 -0.78 -1.56 -0.11 0.17
N 0.7795 -0.8507 0.5785 0.23 -2.28 -1.95 0.22
C -0.3739 -0.3138 0.1082 1.00 0.80 0.18 -0.56
H 1.2424 -0.5437 1.3783 0.76 0.82 1.82 0.13
H 1.2800 -0.1724 -1.5001 0.09 -0.90 0.67 0.20
H -1.6083 -0.4637 -1.3687 -0.71 0.34 -0.32 0.13
H -1.6955 0.4096 1.4710 0.19 -0.03 -2.69 0.19
H 1.1509 0.9620 -0.2711 0.87 2.42 0.41 0.14

---

4.
11
Properties=species:S:1:pos:R:3:forces:R:3:lowdin_charge:R:1 method="wB97M-V/def2-TZVPD" multiplicity=1 e_homo_ev=-8.89
N 0.9149 -0.8334 -0.0280 0.11 0.12 -0.21 0.01
N 0.5330 1.0284 -1.4740 -0.13 0.07 -0.03 0.09
N 0.4674 -1.4817 1.0574 -0.17 0.17 0.05 0.01
C 0.1658 0.2446 -0.3619 0.00 -0.15 0.19 -0.38
C -0.5925 -0.7823 1.4345 0.02 -0.11 0.09 -0.18
C -0.8387 0.3152 0.5814 0.03 0.02 -0.05 -0.04
H 1.7693 -1.1229 -0.4786 -0.15 0.02 0.05 0.15
H 0.1113 0.6898 -2.3322 0.07 0.00 0.07 0.08
H -1.6349 1.0441 0.6414 0.13 -0.12 -0.03 0.09
H 0.2537 1.9932 -1.3482 0.04 -0.08 0.01 0.08
H -1.1494 -1.0951 2.3084 0.06 0.06 -0.13 0.10

---

5.
21
Properties=species:S:1:pos:R:3:forces:R:3:lowdin_charge:R:1 method="wB97M-V/def2-TZVPD" multiplicity=1 e_homo_ev=-8.72
O -0.9022 1.7578 0.2431 -0.96 0.13 1.01 -0.04
O -0.9632 -2.1999 1.8870 0.38 0.61 -1.55 0.07
O -3.0910 3.9986 2.3512 0.08 -0.70 -2.42 -0.05
N 0.7009 -2.4783 0.3861 1.37 -0.07 -1.70 0.15
N -3.2400 3.4131 1.2787 -1.23 -0.29 3.61 0.02
N -0.9272 0.5474 0.9148 -1.41 0.35 0.42 0.09
C 0.5921 -0.5045 -0.8114 0.12 -0.50 1.28 -0.09
C 2.1443 0.2517 -2.4710 1.19 -0.19 1.05 -0.07
C 1.3533 -1.7007 -0.6213 -0.94 0.38 -0.60 -0.15
C -0.3138 -1.7712 0.9287 -1.95 -1.15 3.91 -0.42
C -0.4156 -0.4336 0.3166 2.40 0.06 -2.06 -0.14
C 2.5177 -1.8843 -1.3737 0.49 -2.98 1.11 -0.04
C 2.9152 -0.8956 -2.2153 -0.54 1.26 -1.37 -0.12
C 1.0051 0.4628 -1.6846 -0.70 2.43 -1.34 -0.04
H -1.5784 2.2827 0.7753 1.46 -0.63 -1.10 0.07
H 0.6555 -3.4930 0.4049 0.30 0.43 0.16 0.17
H 3.2081 -2.8250 -1.4084 -1.69 1.63 0.72 0.15
H -4.0337 2.6759 1.5138 1.05 0.93 -1.04 0.11
H 0.4029 1.4436 -1.7759 1.13 -1.84 0.16 0.14
H 3.8289 -1.0762 -2.7523 0.23 0.24 -0.24 0.10
H 2.6428 1.0167 -3.0728 -0.78 -0.11 -0.01 0.10

---

6.
13
Properties=species:S:1:pos:R:3:forces:R:3:lowdin_charge:R:1 method="wB97M-V/def2-TZVPD" multiplicity=1 e_homo_ev=-9.89
O 2.4183 1.0550 -0.9512 -0.05 0.26 0.08 -0.06
O -3.1710 0.8128 -0.4640 0.33 -0.41 0.07 0.06
C -0.2272 -0.3293 0.7546 0.53 0.03 -0.19 -0.03
C -1.6719 -0.4143 0.9714 -0.04 0.07 0.06 -0.16
C 0.9243 -0.2346 0.4087 -0.48 -0.01 0.14 0.01
C 2.3061 -0.0289 -0.0524 0.03 -0.32 0.16 -0.28
C -2.3519 -0.0612 -0.3459 -0.28 0.24 -0.04 -0.26
H 2.6452 -0.9125 -0.6010 -0.04 0.10 0.09 0.12
H -2.0073 -0.6635 -1.2116 -0.08 0.08 0.05 0.13
H 2.9704 0.0923 0.8159 -0.12 0.00 -0.12 0.12
H 2.0169 1.8262 -0.5306 0.07 -0.07 -0.13 0.09
H -1.9540 -1.4374 1.2550 0.04 0.14 -0.07 0.13
H -2.0252 0.2717 1.7470 0.09 -0.09 -0.10 0.12

---

Energy relative to the best compared isomer or geometry (same formula, charge and spin) for the records above, in order: 0.054; 0.000; 3.357; 0.548; 0.000; 2.396 eV
E_tot for the records above, in order: -2349.81509; -2983.55710; -259.68835; -281.56990; -698.87523; -344.51386 Ha